1.
{
  "formula": "C10H14BrN3O3PtSe4",
  "method": "ωB97M-V with the def2-TZVPD basis set",
  "elements": ["Pt", "Se", "Se", "Se", "Se", "Br", "C", "C", "N", "C", "C", "C", "C", "O", "O", "H", "H", "H", "N", "C", "C", "N", "C", "C", "H", "H", "H", "H", "H", "H", "H", "H", "H", "H", "H", "O"],
  "xyz": [[0.33, 0.85, 0.62], [2.75, 1.12, 0.39], [4.00, 0.61, 2.35], [2.63, 0.08, 4.30], [0.38, 0.31, 3.85], [-1.90, 0.42, -4.19], [-1.73, 2.12, -3.33], [-2.21, 3.24, -3.97], [-2.13, 4.45, -3.43], [-1.56, 4.54, -2.23], [-1.04, 3.47, -1.51], [-1.14, 2.21, -2.08], [-0.40, 3.78, -0.14], [-0.42, 4.97, 0.18], [0.11, 2.87, 0.58], [-2.68, 3.16, -4.95], [-1.49, 5.53, -1.78], [-0.80, 1.34, -1.54], [0.74, -4.20, 1.48], [-0.78, -3.25, 0.35], [-0.80, -1.96, 0.74], [0.48, -1.26, 0.58], [1.58, -1.84, 1.40], [1.89, -3.33, 1.20], [0.95, -5.18, 1.34], [0.43, -4.08, 2.44], [-1.65, -3.86, 0.59], [-0.37, -3.50, -0.63], [-1.18, -1.77, 1.74], [-1.82, -0.25, 0.10], [0.79, -1.22, -0.39], [1.33, -1.65, 2.45], [2.48, -1.29, 1.15], [2.72, -3.58, 1.86], [2.19, -3.52, 0.16], [-1.67, 0.68, 0.31]],
  "mulliken_charge": [0.508, -0.456, -0.322, -0.260, -0.555, -0.267, -0.253, -0.101, -0.670, -0.404, 0.322, 0.541, 0.695, -0.760, -0.690, 0.329, 0.459, 0.115, -0.475, -0.731, -0.176, -0.146, 0.206, -1.127, 0.214, 0.288, 0.293, 0.239, 0.273, 0.328, 0.511, 0.097, 0.076, 0.425, 0.361, -0.886],
  "max_force_ha_per_bohr": 0.06150,
  "lumo_energy_ev": 4.104,
  "molar_mass_g_mol": 815.1,
  "spin_multiplicity": 1,
  "homo_lumo_gap_ev": 4.39,
  "charge": -2
}

---

2.
{
  "formula": "C10H14BrO2S",
  "method": "ωB97M-V with the def2-TZVPD basis set",
  "elements": ["C", "C", "C", "C", "C", "C", "C", "C", "C", "C", "O", "O", "S", "Br", "H", "H", "H", "H", "H", "H", "H", "H", "H", "H", "H", "H", "H", "H"],
  "xyz": [[-0.76, -1.66, -0.08], [-3.11, -1.25, 0.42], [-1.76, 0.53, -0.40], [-2.00, -2.08, 0.45], [-0.66, -0.33, -0.45], [-3.03, 0.03, 0.01], [1.97, -0.54, 1.38], [1.57, 2.01, 1.07], [0.87, 1.55, -2.34], [2.00, 0.66, 0.48], [1.45, -1.06, -1.77], [-2.09, -3.29, 0.94], [0.90, 0.22, -1.05], [-4.49, 1.19, -0.13], [0.18, -2.32, -0.07], [-4.03, -1.67, 0.85], [-1.75, 1.64, -0.70], [2.72, -0.31, 2.07], [2.47, -1.30, 0.69], [1.06, -1.00, 1.77], [2.14, 2.46, 1.88], [0.66, 1.68, 1.52], [1.33, 2.68, 0.27], [1.16, 2.51, -1.95], [-0.14, 1.55, -2.71], [1.57, 1.31, -3.11], [3.04, 0.70, 0.18], [-1.30, -3.93, 0.76]],
  "mulliken_charge": [-0.575, -0.523, -0.312, 1.078, -0.115, -0.141, -1.356, -1.389, -1.103, 0.292, -0.692, -0.484, 1.021, -0.100, 0.293, 0.428, 0.327, 0.480, 0.366, 0.303, 0.376, 0.438, 0.293, 0.367, 0.407, 0.391, 0.525, 0.403],
  "s_squared": 2.024,
  "max_force_ha_per_bohr": 0.10196,
  "lumo_energy_ev": [-3.187, -6.832],
  "molar_mass_g_mol": 278.2,
  "spin_multiplicity": 3,
  "homo_lumo_gap_ev": [6.00, 6.22],
  "charge": 1
}

---

3.
{
  "formula": "C10H14EuN5O3S",
  "method": "ωB97M-V with the def2-TZVPD basis set",
  "elements": ["Eu", "N", "C", "S", "N", "N", "C", "C", "C", "C", "C", "C", "N", "H", "H", "H", "H", "H", "H", "H", "N", "C", "C", "O", "O", "H", "H", "H", "H", "C", "O", "H", "H", "H"],
  "xyz": [[0.01, 1.06, 0.35], [4.77, 1.17, 0.68], [3.46, 1.05, 0.22], [2.43, 2.48, 0.45], [3.16, -0.07, -0.31], [1.82, -0.20, -0.67], [1.53, -1.30, -1.35], [0.22, -1.54, -1.76], [-0.13, -2.72, -2.49], [-1.40, -2.91, -2.92], [-2.39, -1.93, -2.61], [-2.01, -0.84, -1.87], [-0.76, -0.60, -1.42], [5.11, 2.06, 0.96], [5.40, 0.41, 0.49], [2.31, -2.01, -1.59], [0.65, -3.44, -2.71], [-1.66, -3.80, -3.48], [-3.42, -2.03, -2.93], [-2.74, -0.09, -1.59], [-0.69, 2.88, 2.12], [-2.10, 2.52, 1.91], [-2.31, 2.11, 0.44], [-3.25, 1.37, 0.17], [-1.40, 2.53, -0.37], [-0.45, 2.91, 3.10], [-0.48, 3.76, 1.70], [-2.81, 3.32, 2.12], [-2.35, 1.67, 2.53], [-0.09, -1.60, 2.17], [-0.14, -0.22, 1.95], [0.44, -2.12, 1.37], [-1.10, -2.04, 2.23], [0.42, -1.84, 3.11]],
  "mulliken_charge": [1.357, -0.436, 0.584, -0.599, -1.224, 0.517, -0.751, 0.711, -0.892, -0.147, -0.889, -0.066, -0.152, 0.165, 0.225, 0.285, 0.287, 0.398, 0.363, 0.424, -0.468, -0.460, 0.637, -0.658, -0.675, 0.177, 0.237, 0.403, 0.284, -0.631, -0.671, 0.175, 0.252, 0.239],
  "s_squared": 15.780,
  "max_force_ha_per_bohr": 0.05932,
  "lumo_energy_ev": [2.787, 2.782],
  "molar_mass_g_mol": 436.3,
  "spin_multiplicity": 8,
  "homo_lumo_gap_ev": [4.98, 6.97],
  "charge": -1
}